Record 1
Computed, not measured: a structure of composition C28H27B2F4N4O4OsS at a distorted geometry, with ωB97M-V with the def2-TZVPD basis set.

## Properties
Orbital gap (alpha / beta) (eV): 5.17 / 5.48
ΔE to the lowest compared entry with this formula, charge and spin (eV): 2.806

Structure (ORCA input):
```
! wB97M-V def2-TZVPD RIJCOSX def2/J DEFGRID3
* xyz 1 1
Os 1.2262 0.6282 0.2641
O 6.4465 -4.6554 -1.2590
C 6.9014 -3.4600 -0.8564
O 8.0291 -3.3240 -0.4815
C 5.9330 -2.3092 -0.8935
C 6.2585 -1.1540 -0.1804
C 5.4128 -0.0633 -0.1693
C 4.2228 -0.1067 -0.9021
C 3.9086 -1.2468 -1.6465
C 4.7537 -2.3353 -1.6371
N 3.2821 0.9067 -0.8434
C 3.5286 2.1492 -0.9986
C 2.4593 3.1167 -0.8391
C 2.7304 4.4832 -0.8158
C 1.6951 5.3748 -0.5892
C 0.4162 4.8690 -0.4251
C 0.2201 3.4961 -0.4706
N 1.2107 2.6324 -0.6558
H 5.5172 -4.6539 -1.5192
H 7.1799 -1.1408 0.3817
H 5.6435 0.8073 0.4277
H 3.0118 -1.2460 -2.2460
H 4.4797 -3.1987 -2.2295
H 4.5211 2.5258 -1.2537
H 3.7458 4.8315 -0.9262
H 1.8869 6.4344 -0.5235
H -0.4253 5.5157 -0.2484
H -0.7700 3.0871 -0.3311
C -6.9709 -0.7752 1.0551
C -6.5717 0.6502 0.6463
C -7.6473 1.2046 -0.2897
C -6.4984 1.5412 1.9047
C -5.1904 0.6473 0.0313
C -4.9270 1.2863 -1.1892
C -3.6613 1.3693 -1.7381
C -2.6330 0.7890 -1.0210
O -1.2945 0.7989 -1.2463
B -0.7211 0.1956 -0.1364
O -1.6816 -0.2741 0.7118
C -2.8779 0.1285 0.1965
C -4.1408 0.0419 0.7317
H -7.9878 -0.7718 1.4385
H -6.3185 -1.1657 1.8299
H -6.9277 -1.4365 0.1930
H -8.6149 1.1282 0.1985
H -7.6932 0.6344 -1.2146
H -7.4744 2.2527 -0.5211
H -7.4755 1.5757 2.3821
H -6.2044 2.5543 1.6319
H -5.7744 1.1539 2.6187
H -5.7378 1.7402 -1.7306
H -3.4818 1.8785 -2.6696
H -4.2933 -0.4546 1.6759
C 2.4256 -5.7280 0.9689
C 1.9202 -4.4198 0.4961
C 1.4064 -4.2146 -0.7909
C 1.0708 -2.9180 -1.1431
N 1.1878 -1.9125 -0.2854
C 1.5640 -2.2226 0.9688
S 1.4868 -0.8776 2.0658
N 1.9550 -3.4112 1.3597
H 2.6228 -6.4080 0.1463
H 1.6898 -6.1760 1.6355
H 3.3235 -5.5683 1.5609
H 1.2949 -5.0355 -1.4799
H 0.6892 -2.6738 -2.1247
F 2.4254 2.0947 1.8458
B 1.3544 2.6243 2.6777
F 0.1830 2.1518 1.9628
F 1.3997 2.0662 3.8891
F 1.3757 3.9710 2.6220
*
```


Record 2
Computed, not measured: a cluster of 12 separate species, C54H84O15 in total at a distorted geometry, with ωB97M-V with the def2-TZVPD basis set.

## Properties
Orbital gap (eV): 7.53
Structure (SMILES): O=C1C=CC(=O)C=C1.O=C1C=CC(=O)C=C1.O=C1C=CC(=O)C=C1.C1CCOC1.C1CCOC1.C1CCOC1.C1CCOC1.C1CCOC1.C1CCOC1.C1CCOC1.C1CCOC1.C1CCOC1

Structure (ORCA input):
```
! wB97M-V def2-TZVPD RIJCOSX def2/J DEFGRID3
* xyz 0 1
O -2.7337 -3.8506 -3.2549
C -2.9350 -2.6991 -3.1005
C -4.0384 -2.2965 -2.2211
C -4.1909 -1.0085 -2.0025
C -3.4008 0.0427 -2.7311
O -3.6375 1.2371 -2.7346
C -2.3728 -0.4521 -3.6448
C -2.1438 -1.7443 -3.8810
H -4.5720 -3.0793 -1.6933
H -5.0082 -0.6300 -1.4150
H -1.7514 0.2859 -4.1417
H -1.4245 -2.1303 -4.5748
O 0.1427 -0.3475 -5.5366
C 1.0710 0.4393 -5.4166
C 1.5810 0.7953 -4.0943
C 2.6642 1.5014 -3.9758
C 3.4661 2.1203 -5.0856
O 4.2837 2.9464 -4.8538
C 3.0215 1.6834 -6.4224
C 1.8350 1.0347 -6.5586
H 1.0682 0.4475 -3.2116
H 2.9992 1.8471 -3.0224
H 3.4856 2.0662 -7.3132
H 1.4994 0.7715 -7.5858
O -2.1625 -8.7272 1.4073
C -1.8984 -7.6335 0.9687
C -2.3313 -7.0814 -0.3103
C -1.7426 -6.0718 -0.9000
C -0.8018 -5.1617 -0.1622
O -0.4842 -4.0658 -0.6077
C -0.3875 -5.7041 1.1535
C -0.8893 -6.7910 1.7274
H -3.0636 -7.6781 -0.8512
H -1.9915 -5.7248 -1.8832
H 0.4030 -5.1449 1.6432
H -0.6355 -7.1173 2.6939
C 1.6509 5.7882 -2.3830
C 2.9808 6.1961 -3.0326
C 4.0053 5.5127 -2.0934
O 3.2877 4.5129 -1.3910
C 2.1591 5.1662 -1.0435
H 1.1609 5.0540 -3.0265
H 0.9910 6.6659 -2.1021
H 3.1156 7.2733 -3.0115
H 3.0452 5.8027 -4.0414
H 4.5040 6.1625 -1.3448
H 4.7590 4.9789 -2.7037
H 2.3425 5.9612 -0.3055
H 1.4620 4.4701 -0.6113
C -3.4720 3.2790 0.7540
C -4.4755 4.3685 0.8995
C -5.6439 3.6332 1.5148
O -5.5966 2.3096 0.8674
C -4.3325 2.1655 0.2531
H -3.0139 2.9826 1.7032
H -2.6847 3.5114 0.0457
H -4.7482 4.8139 -0.0650
H -4.0884 5.1264 1.6293
H -6.6276 4.0475 1.2616
H -5.5853 3.4312 2.5873
H -4.4783 2.2547 -0.8303
H -3.8753 1.1930 0.4422
C 6.4722 0.3684 0.2991
C 5.6684 -0.1863 -0.8900
C 4.7294 -1.2246 -0.2914
O 4.4732 -0.8255 1.0508
C 5.7248 -0.2535 1.4792
H 6.4875 1.4800 0.2724
H 7.5216 0.1064 0.3784
H 6.3294 -0.5875 -1.6677
H 5.0051 0.6243 -1.2503
H 5.1292 -2.2483 -0.3175
H 3.7440 -1.2715 -0.8010
H 6.2013 -1.1207 1.9770
H 5.5814 0.5304 2.2745
C -1.9010 -4.6623 6.7985
C -1.3366 -3.2233 6.7340
C -0.9549 -3.1153 5.2319
O -0.6001 -4.4594 4.8441
C -1.4716 -5.3109 5.5086
H -2.9613 -4.6602 6.8999
H -1.4860 -5.2053 7.6444
H -0.4570 -3.1107 7.3575
H -1.9998 -2.4588 7.0765
H -0.0257 -2.4965 5.0512
H -1.7743 -2.7512 4.5958
H -0.9546 -6.2744 5.6184
H -2.3451 -5.5408 4.8514
C 2.1435 1.5086 4.8886
C 3.2294 0.7412 4.1198
C 2.4429 -0.6285 3.8382
O 1.0585 -0.4501 4.1746
C 0.7329 0.8148 4.6820
H 2.0118 2.5049 4.4707
H 2.3622 1.5147 5.9466
H 4.1221 0.4330 4.6404
H 3.4921 1.2694 3.2177
H 2.8799 -1.4235 4.4294
H 2.5093 -0.8095 2.7750
H 0.1190 0.7958 5.6205
H 0.0029 1.3570 4.0129
C 2.1884 -2.4167 -3.1452
C 3.1523 -2.3249 -4.4001
C 4.1327 -3.4292 -4.1361
O 3.3879 -4.3686 -3.3611
C 2.7372 -3.6382 -2.3793
H 1.1696 -2.5320 -3.5255
H 2.1955 -1.4967 -2.5522
H 3.6681 -1.3709 -4.4665
H 2.5355 -2.5510 -5.2580
H 4.8981 -2.9342 -3.5672
H 4.5432 -3.9273 -5.0484
H 3.4304 -3.2861 -1.6736
H 1.9230 -4.1949 -1.8700
C -4.2826 0.2054 3.3079
C -3.4494 1.1524 4.1206
C -2.7237 0.2610 5.0798
O -3.6194 -0.8094 5.3803
C -4.5168 -0.9937 4.1976
H -3.6952 -0.0785 2.4609
H -5.1977 0.6631 2.9143
H -4.0522 1.8272 4.7590
H -2.8422 1.8177 3.5046
H -2.4155 0.7284 5.9945
H -1.8022 -0.1207 4.5841
H -5.5031 -1.0646 4.6449
H -4.2197 -1.9491 3.7256
C -1.5447 4.7262 -3.9936
C -1.1760 3.1634 -4.0319
C -0.7063 2.9410 -2.5408
O -1.2456 4.1070 -1.7778
C -2.1611 4.8595 -2.5848
H -2.3457 4.9755 -4.6754
H -0.6917 5.4172 -4.1371
H -0.3507 2.9503 -4.7004
H -2.0673 2.6179 -4.3208
H 0.3769 2.8135 -2.5478
H -1.1142 2.0397 -2.1085
H -2.2439 5.8601 -2.1128
H -3.1811 4.4196 -2.6412
C -1.0658 0.1682 1.0452
C -1.0404 -1.0586 0.2275
C 0.3854 -1.0423 -0.3001
O 0.6345 0.3999 -0.5894
C -0.0013 1.0982 0.4718
H -0.7817 -0.0912 2.0930
H -2.0424 0.6824 1.1293
H -1.7310 -0.9386 -0.6534
H -1.2750 -2.0253 0.7187
H 0.6576 -1.6626 -1.1467
H 1.0298 -1.3709 0.5096
H -0.3405 2.0773 0.1872
H 0.7091 1.2133 1.2677
*
```


Record 3
Computed, not measured: a structure of composition C34H46Cl3N6O3SiV at a distorted geometry, with ωB97M-V with the def2-TZVPD basis set.

## Properties
Orbital gap (alpha / beta) (eV): 4.21 / 5.77

Structure (ORCA input):
```
! wB97M-V def2-TZVPD RIJCOSX def2/J DEFGRID3
* xyz 1 2
V 0.5544 0.3349 -0.5579
C -1.2956 -6.3196 -0.3874
C -1.2003 -4.8254 -0.4296
C -2.3252 -4.0436 -0.2400
C -2.2946 -2.6384 -0.3246
C -3.5046 -1.9188 -0.1809
N -3.8492 -0.8514 -0.9055
C -3.2188 -0.4439 -2.1290
C -4.2749 0.0742 -3.1099
C -3.6232 0.7619 -4.3150
N -2.9716 1.9859 -3.8979
C -1.6814 1.9883 -3.4982
C -0.6398 1.3035 -4.1453
C -0.6278 0.9788 -5.5197
C 0.4871 0.4410 -6.1289
C 0.5108 0.1376 -7.5953
C 1.6357 0.2203 -5.3657
C 1.6742 0.4787 -4.0016
C 2.8847 0.2753 -3.2417
N 2.9026 0.3946 -1.9777
C 4.1207 0.2961 -1.2257
C 3.7512 0.3619 0.2519
C 3.0077 -0.8842 0.7190
N 1.7210 -1.0605 0.0920
C 1.4429 -2.2512 -0.3165
C 0.1418 -2.7924 -0.5354
C 0.0222 -4.1903 -0.5962
C -1.0220 -1.9756 -0.4647
O -0.9383 -0.6940 -0.3887
C 0.5087 0.9664 -3.3483
O 0.4360 1.0142 -2.0672
H -2.2207 -6.6641 -0.8428
H -1.2931 -6.6588 0.6485
H -0.4558 -6.7844 -0.8972
H -3.2801 -4.5185 -0.0730
H -4.2661 -2.2964 0.4893
H -4.6080 -0.2642 -0.5913
H -2.6964 -1.3097 -2.5518
H -2.4775 0.3469 -1.9329
H -4.9226 0.7881 -2.5952
H -4.8945 -0.7515 -3.4617
H -4.3773 0.9906 -5.0706
H -2.8780 0.0965 -4.7508
H -3.5789 2.6196 -3.3948
H -1.4265 2.6101 -2.6473
H -1.4915 1.2370 -6.1146
H -0.4944 0.0683 -8.0022
H 1.0345 -0.7971 -7.7855
H 1.0434 0.9253 -8.1279
H 2.5236 -0.1706 -5.8424
H 3.7918 0.0553 -3.8239
H 4.7748 1.1433 -1.4689
H 4.6761 -0.6217 -1.4668
H 3.0924 1.2248 0.3812
H 4.6512 0.4856 0.8556
H 2.8142 -0.7988 1.7969
H 3.6389 -1.7727 0.5577
H 2.2410 -3.0027 -0.3238
H 0.9194 -4.7828 -0.6965
C 2.5141 4.9112 2.4088
C 2.3068 3.7962 3.4505
C 2.4817 2.5096 2.6307
O 2.2200 2.8641 1.2847
C 2.8049 4.1448 1.1114
H 3.3341 5.5764 2.6645
H 1.6098 5.5095 2.2999
H 1.3033 3.8538 3.8659
H 3.0286 3.8529 4.2623
H 1.7854 1.7130 2.8921
H 3.5146 2.1422 2.7197
H 2.3582 4.6009 0.2307
H 3.8883 4.0319 0.9534
N 0.2959 -0.3760 2.2178
C -0.1610 -0.1925 3.2631
N -0.6879 0.0806 4.4123
C -1.8707 -0.6219 4.8728
C -1.4938 -1.6652 5.9249
C -0.7115 -0.9994 7.0555
C 0.5202 -0.2880 6.4978
C 0.0830 0.7380 5.4525
H -2.3626 -1.0866 4.0159
H -2.5465 0.1227 5.3059
H -0.8834 -2.4438 5.4611
H -2.4002 -2.1293 6.3143
H -0.4205 -1.7458 7.7950
H -1.3529 -0.2684 7.5514
H 1.1898 -1.0166 6.0345
H 1.0700 0.2117 7.2951
H 0.9439 1.2403 5.0083
H -0.5628 1.4925 5.9141
Cl -2.5525 1.9542 0.0218
Si -0.5160 2.2133 0.4891
Cl -0.1393 3.9613 -0.5569
Cl -0.7657 2.7907 2.4436
*
```


Copy entry 1 word for word.
Computed, not measured: a structure of composition C28H27B2F4N4O4OsS at a distorted geometry, with ωB97M-V with the def2-TZVPD basis set.

## Properties
Orbital gap (alpha / beta) (eV): 5.17 / 5.48
ΔE to the lowest compared entry with this formula, charge and spin (eV): 2.806

Structure (ORCA input):
```
! wB97M-V def2-TZVPD RIJCOSX def2/J DEFGRID3
* xyz 1 1
Os 1.2262 0.6282 0.2641
O 6.4465 -4.6554 -1.2590
C 6.9014 -3.4600 -0.8564
O 8.0291 -3.3240 -0.4815
C 5.9330 -2.3092 -0.8935
C 6.2585 -1.1540 -0.1804
C 5.4128 -0.0633 -0.1693
C 4.2228 -0.1067 -0.9021
C 3.9086 -1.2468 -1.6465
C 4.7537 -2.3353 -1.6371
N 3.2821 0.9067 -0.8434
C 3.5286 2.1492 -0.9986
C 2.4593 3.1167 -0.8391
C 2.7304 4.4832 -0.8158
C 1.6951 5.3748 -0.5892
C 0.4162 4.8690 -0.4251
C 0.2201 3.4961 -0.4706
N 1.2107 2.6324 -0.6558
H 5.5172 -4.6539 -1.5192
H 7.1799 -1.1408 0.3817
H 5.6435 0.8073 0.4277
H 3.0118 -1.2460 -2.2460
H 4.4797 -3.1987 -2.2295
H 4.5211 2.5258 -1.2537
H 3.7458 4.8315 -0.9262
H 1.8869 6.4344 -0.5235
H -0.4253 5.5157 -0.2484
H -0.7700 3.0871 -0.3311
C -6.9709 -0.7752 1.0551
C -6.5717 0.6502 0.6463
C -7.6473 1.2046 -0.2897
C -6.4984 1.5412 1.9047
C -5.1904 0.6473 0.0313
C -4.9270 1.2863 -1.1892
C -3.6613 1.3693 -1.7381
C -2.6330 0.7890 -1.0210
O -1.2945 0.7989 -1.2463
B -0.7211 0.1956 -0.1364
O -1.6816 -0.2741 0.7118
C -2.8779 0.1285 0.1965
C -4.1408 0.0419 0.7317
H -7.9878 -0.7718 1.4385
H -6.3185 -1.1657 1.8299
H -6.9277 -1.4365 0.1930
H -8.6149 1.1282 0.1985
H -7.6932 0.6344 -1.2146
H -7.4744 2.2527 -0.5211
H -7.4755 1.5757 2.3821
H -6.2044 2.5543 1.6319
H -5.7744 1.1539 2.6187
H -5.7378 1.7402 -1.7306
H -3.4818 1.8785 -2.6696
H -4.2933 -0.4546 1.6759
C 2.4256 -5.7280 0.9689
C 1.9202 -4.4198 0.4961
C 1.4064 -4.2146 -0.7909
C 1.0708 -2.9180 -1.1431
N 1.1878 -1.9125 -0.2854
C 1.5640 -2.2226 0.9688
S 1.4868 -0.8776 2.0658
N 1.9550 -3.4112 1.3597
H 2.6228 -6.4080 0.1463
H 1.6898 -6.1760 1.6355
H 3.3235 -5.5683 1.5609
H 1.2949 -5.0355 -1.4799
H 0.6892 -2.6738 -2.1247
F 2.4254 2.0947 1.8458
B 1.3544 2.6243 2.6777
F 0.1830 2.1518 1.9628
F 1.3997 2.0662 3.8891
F 1.3757 3.9710 2.6220
*
```